# 1
Below is a structure of composition C28H80FeN4O14P in a non-equilibrium geometry, with properties calculated with the ωB97M-V functional and the def2-TZVPD basis.

Each line ends with the Mulliken charge.
Cartesian coordinates (Å):
Fe 1.01 2.28 -0.47  0.60
P -0.07 0.20 -0.46  0.10
O 1.37 0.45 0.19  0.57
O -0.78 -1.11 -0.42  1.81
O 0.35 0.96 -1.77  -0.49
O -0.60 1.48 0.32  0.25
C -5.21 -1.75 -2.51  -1.54
C -4.06 -1.91 -1.53  0.73
O -3.34 -0.69 -1.48  -0.46
H -4.87 -1.40 -3.48  0.23
H -5.93 -1.01 -2.14  0.37
H -5.68 -2.71 -2.69  0.40
H -3.42 -2.71 -1.93  -0.09
H -4.43 -2.21 -0.55  0.15
H -2.46 -0.86 -1.09  -0.26
C -1.20 -5.18 2.03  -1.74
C -0.90 -3.76 1.63  1.10
O -1.98 -3.22 0.90  -0.59
H -1.97 -5.36 2.77  0.35
H -0.28 -5.67 2.38  0.41
H -1.42 -5.79 1.15  0.36
H 0.04 -3.70 1.07  -0.15
H -0.71 -3.17 2.54  -0.03
H -1.69 -2.37 0.53  0.03
C -1.51 4.44 3.84  -1.56
C -1.20 3.02 3.43  0.72
O 0.18 2.94 3.07  -0.40
H -1.16 5.14 3.08  0.34
H -1.01 4.70 4.78  0.33
H -2.59 4.58 3.92  0.43
H -1.80 2.72 2.58  -0.44
H -1.36 2.35 4.28  0.49
H 0.45 2.00 2.96  0.18
C -2.21 -1.15 -5.34  -1.51
C -1.15 -0.98 -4.28  1.04
O -0.81 0.41 -4.20  -0.65
H -1.77 -1.06 -6.34  0.38
H -2.92 -0.32 -5.31  0.33
H -2.76 -2.09 -5.21  0.35
H -0.26 -1.56 -4.54  0.14
H -1.55 -1.31 -3.32  -0.49
H -0.35 0.56 -3.36  0.29
C 0.96 -0.72 4.88  -1.64
C 0.78 -0.72 3.38  1.31
O 1.34 0.46 2.83  -0.67
H 0.51 -1.61 5.32  0.42
H 0.47 0.15 5.32  0.30
H 2.00 -0.68 5.19  0.38
H -0.30 -0.71 3.14  -0.89
H 1.18 -1.63 2.92  0.33
H 1.46 0.36 1.86  -0.50
C 0.19 -5.64 -1.81  -1.49
C -0.57 -4.34 -2.07  0.15
O 0.30 -3.25 -1.81  -0.41
H 1.10 -5.68 -2.41  0.34
H -0.48 -6.48 -2.01  0.40
H 0.45 -5.68 -0.75  0.26
H -1.46 -4.27 -1.45  0.11
H -0.84 -4.34 -3.13  0.31
H -0.14 -2.56 -1.28  -0.05
C -5.69 0.69 1.45  -1.36
C -4.25 0.99 1.86  0.13
C -3.51 -0.27 2.29  1.47
O -4.06 -0.74 3.51  -0.49
C -3.25 -1.73 4.09  -0.40
N -3.57 1.61 0.71  -0.47
H -6.34 1.53 1.67  0.34
H -6.11 -0.17 1.99  0.32
H -5.72 0.42 0.40  0.25
H -4.22 1.71 2.68  0.39
H -2.43 -0.09 2.40  -0.82
H -3.61 -1.06 1.53  -0.19
H -3.03 -2.52 3.35  0.07
H -3.80 -2.24 4.88  0.38
H -2.28 -1.34 4.42  0.13
H -3.73 1.02 -0.10  0.29
H -2.56 1.63 0.85  -0.41
C 2.98 4.31 -3.86  -1.63
C 2.08 3.97 -2.69  0.43
C 0.64 3.74 -3.14  -0.92
O -0.14 3.49 -1.98  -0.17
C -1.54 3.40 -2.21  -0.79
N 2.56 2.84 -1.83  -0.37
H 2.54 5.19 -4.35  0.43
H 2.95 3.53 -4.62  0.40
H 3.98 4.63 -3.60  0.40
H 2.04 4.79 -1.97  0.04
H 0.54 2.87 -3.80  0.31
H 0.30 4.63 -3.67  0.59
H -2.00 3.39 -1.22  0.14
H -1.86 2.51 -2.76  0.20
H -1.95 4.29 -2.71  0.40
H 3.47 3.16 -1.52  0.39
H 2.84 2.07 -2.45  0.36
C 1.72 5.62 2.30  -1.54
C 2.01 4.53 1.27  0.55
C 2.96 3.47 1.80  -1.04
O 2.98 2.39 0.87  0.12
C 4.00 1.43 1.15  -0.83
N 0.75 3.91 0.76  0.03
H 1.38 6.52 1.79  0.38
H 2.58 5.89 2.91  0.40
H 0.91 5.33 2.97  0.19
H 2.51 5.01 0.42  0.32
H 2.60 3.10 2.77  0.25
H 3.96 3.88 1.95  0.56
H 4.15 0.86 0.23  0.10
H 3.66 0.74 1.92  0.08
H 4.94 1.91 1.42  0.49
H 0.14 4.69 0.53  0.40
H 0.28 3.56 1.63  -0.65
C 3.67 -2.41 0.47  -0.91
C 3.91 -2.11 -1.01  0.53
C 4.35 -3.29 -1.84  -0.58
O 5.51 -3.87 -1.27  -0.33
C 5.92 -5.05 -1.91  -0.71
N 2.79 -1.45 -1.65  -0.42
H 2.95 -3.23 0.62  0.23
H 3.18 -1.56 0.96  -0.03
H 4.55 -2.64 1.07  0.42
H 4.73 -1.38 -0.99  0.13
H 4.53 -2.93 -2.86  0.40
H 3.56 -4.06 -1.90  0.14
H 6.31 -5.75 -1.18  0.25
H 6.73 -4.85 -2.63  0.25
H 5.10 -5.52 -2.46  0.31
H 2.40 -0.74 -1.04  -0.40
H 2.04 -2.11 -1.82  0.39

Values from the calculation:
LUMO level (spin up / spin down) ... -0.223 / -0.849 eV
HOMO energy (spin up / spin down) ... -8.386 / -8.393 eV
Kohn-Sham gap (spin up / spin down) ... 8.16 / 7.54 eV
Energy relative to the best compared isomer or geometry (same formula, charge and spin) ... 0.000 eV
Multiplicity ... 6

# 2
Below is a cluster of 10 separate species, C33H45F3N2O5 in total in a non-equilibrium geometry, with properties calculated with the ωB97M-V functional and the def2-TZVPD basis.

Each line ends with the Mulliken charge.
Cartesian coordinates (Å):
N 4.71 -1.31 -2.26  -0.62
C 4.21 -2.51 -1.95  -0.31
C 3.00 -2.96 -2.48  -0.29
C 2.35 -2.20 -3.42  -0.28
C 2.84 -0.94 -3.70  -0.28
C 3.99 -0.52 -3.07  -0.35
H 4.71 -3.02 -1.14  0.41
H 2.55 -3.87 -2.11  0.39
H 1.39 -2.54 -3.80  0.42
H 2.30 -0.27 -4.36  0.44
H 4.39 0.48 -3.19  0.48
N 2.81 4.54 -3.01  -0.63
C 3.48 4.09 -1.95  -0.47
C 3.13 2.92 -1.28  -0.29
C 2.06 2.19 -1.76  0.62
C 1.33 2.67 -2.83  -0.37
C 1.72 3.88 -3.40  -0.59
H 4.32 4.70 -1.63  0.41
H 3.74 2.52 -0.47  0.00
H 1.80 1.29 -1.22  0.30
H 0.42 2.15 -3.12  0.34
H 1.21 4.30 -4.25  0.41
C 0.46 -1.65 -0.45  0.11
O -0.42 -1.58 0.66  0.70
H 1.44 -2.07 -0.18  0.38
H 0.09 -2.24 -1.30  0.15
H 0.60 -0.64 -0.83  -0.67
H -1.06 -2.30 0.55  -0.38
C -2.85 -0.35 3.37  -0.27
O -3.47 -1.41 4.09  -0.60
H -3.53 0.49 3.24  0.23
H -2.02 0.02 3.98  0.52
H -2.41 -0.73 2.44  0.33
H -3.79 -2.02 3.43  0.32
C -0.14 -2.99 3.92  -0.18
O -0.61 -2.85 5.28  -0.54
H 0.06 -2.00 3.50  0.01
H 0.79 -3.57 3.90  0.40
H -0.82 -3.59 3.32  0.00
H 0.11 -2.32 5.64  0.33
C -4.30 -1.67 -0.23  -0.12
O -5.08 -2.86 0.00  -0.57
H -4.08 -1.66 -1.30  0.17
H -4.93 -0.83 0.06  0.39
H -3.33 -1.65 0.27  -0.19
H -4.88 -3.21 0.87  0.29
C -2.15 -4.75 -0.04  -0.71
O -2.05 -3.88 1.10  -0.47
H -1.27 -4.61 -0.66  0.22
H -2.17 -5.79 0.29  0.32
H -3.04 -4.49 -0.61  0.29
H -2.84 -3.95 1.63  0.24
F -0.93 5.25 0.98  -0.38
C -1.01 3.95 1.27  0.04
C -2.19 3.45 1.79  -0.99
C -2.27 2.11 2.16  -0.52
C -1.15 1.30 1.95  1.19
C -0.01 1.77 1.32  0.48
C 0.08 3.13 1.04  -1.09
H -3.04 4.12 1.88  0.44
H -3.21 1.73 2.54  -0.03
H -1.28 0.25 2.19  -0.59
H 0.83 1.11 1.15  0.38
H 0.92 3.54 0.48  0.41
F 0.70 0.42 3.67  -0.30
C 1.81 0.79 3.02  0.42
C 2.31 -0.03 2.01  -0.33
C 3.44 0.34 1.32  -0.62
C 3.97 1.61 1.55  -0.96
C 3.50 2.41 2.58  -0.54
C 2.39 2.00 3.32  -0.46
H 1.89 -1.02 1.84  0.75
H 3.76 -0.21 0.45  0.43
H 4.86 1.98 1.07  0.79
H 3.90 3.38 2.85  0.40
H 1.93 2.54 4.14  0.47
F -1.54 -1.80 -2.78  -0.35
C -1.87 -0.49 -2.89  0.02
C -2.41 -0.05 -4.08  -0.56
C -2.76 1.28 -4.21  -0.63
C -2.47 2.15 -3.16  -0.34
C -1.96 1.70 -1.94  -1.02
C -1.64 0.35 -1.83  1.59
H -2.58 -0.80 -4.85  0.48
H -3.20 1.74 -5.08  0.37
H -2.60 3.23 -3.23  0.42
H -1.75 2.36 -1.11  0.27
H -1.18 0.00 -0.91  -0.15

Values from the calculation:
LUMO level ... 0.069 eV
HOMO energy ... -9.058 eV
Kohn-Sham gap ... 9.13 eV
Multiplicity ... 1

# 3
Below is a structure of composition C26H27Br2CaN5O3, with properties calculated with the ωB97M-V functional and the def2-TZVPD basis.

Each line ends with the Mulliken charge.
Cartesian coordinates (Å):
Ca 0.08 0.13 0.41  2.10
C 2.42 -0.40 2.62  -0.11
C 2.24 0.88 2.13  -1.05
C 1.23 1.69 2.66  -0.23
C 0.41 1.20 3.67  -0.39
C 0.61 -0.08 4.16  -0.46
C 1.61 -0.88 3.65  -0.60
H 3.24 -1.01 2.26  0.58
H 2.92 1.28 1.39  0.41
H 1.10 2.71 2.32  0.59
H -0.37 1.83 4.09  0.48
H -0.02 -0.44 4.97  0.49
H 1.79 -1.87 4.06  0.47
Br -6.17 2.04 -2.13  -0.09
C -4.59 1.65 -1.21  -0.16
C -4.50 0.53 -0.41  -0.99
C -3.30 0.28 0.22  -0.33
N -2.23 1.07 0.12  -0.07
C -2.34 2.18 -0.62  0.87
C -3.50 2.50 -1.32  -0.82
C -1.16 3.08 -0.66  0.37
C -1.29 4.42 -1.02  -0.91
C -0.16 5.22 -1.04  -0.24
Br -0.30 7.03 -1.50  -0.08
C 1.07 4.67 -0.71  -1.02
C 1.10 3.34 -0.35  -0.56
N 0.02 2.55 -0.32  0.75
H -5.34 -0.14 -0.28  0.47
H -3.18 -0.59 0.85  0.57
H -3.55 3.37 -1.95  0.48
H -2.26 4.84 -1.25  0.50
H 1.97 5.27 -0.71  0.49
H 2.04 2.88 -0.08  0.50
C -1.85 -2.93 3.35  -1.22
C -1.42 -2.53 1.97  0.45
O -1.08 -1.36 1.72  -0.64
N -1.41 -3.46 1.01  -0.01
C -0.96 -3.18 -0.35  -1.30
C 0.54 -3.21 -0.49  0.80
C 1.19 -4.40 -0.81  -0.97
C 2.57 -4.41 -0.90  -0.43
C 3.26 -3.24 -0.67  -1.13
C 2.54 -2.10 -0.36  -0.42
N 1.21 -2.07 -0.26  0.59
H -2.53 -2.17 3.74  0.31
H -0.97 -2.95 3.99  0.22
H -2.33 -3.91 3.38  0.44
H -1.68 -4.40 1.26  0.27
H -1.36 -2.22 -0.67  -0.02
H -1.41 -3.94 -0.99  0.70
H 0.61 -5.29 -0.99  0.53
H 3.10 -5.33 -1.14  0.44
H 4.34 -3.20 -0.73  0.47
H 3.05 -1.16 -0.19  0.62
N 2.39 0.92 -4.32  -0.59
C 1.01 0.51 -4.04  -0.41
C 0.84 0.36 -2.54  0.46
O 1.93 0.63 -1.85  -0.32
O -0.19 0.04 -2.00  -0.50
H 2.44 1.82 -4.78  0.23
H 2.89 0.25 -4.89  0.23
H 2.61 0.86 -2.55  0.49
H 0.75 -0.44 -4.50  0.35
H 0.28 1.24 -4.39  0.34

Values from the calculation:
LUMO level ... -5.325 eV
HOMO energy ... -14.520 eV
Kohn-Sham gap ... 9.20 eV
Energy relative to the best compared isomer or geometry (same formula, charge and spin) ... 0.254 eV
Charge ... +2
Multiplicity ... 1

# 4
Below is a structure of composition C6H8 in a non-equilibrium geometry, with properties calculated with the ωB97M-V functional and the def2-TZVPD basis.

Each line ends with the Mulliken charge.
Cartesian coordinates (Å):
C 1.31 0.42 -1.05  -0.42
C 1.74 -0.48 -0.01  -0.32
C -0.34 1.45 0.64  -1.09
C 0.07 0.43 -0.30  0.69
C -0.72 -0.88 -0.35  -0.36
C -2.00 -0.89 0.11  -0.71
H 1.70 1.45 -1.16  0.20
H 2.22 0.00 0.83  0.30
H 2.19 -1.51 -0.24  0.25
H -1.01 1.19 1.47  0.27
H 0.25 2.32 0.67  0.32
H -0.37 -1.61 -1.10  0.30
H -2.54 -1.85 -0.01  0.23
H -2.50 -0.04 0.48  0.33

Values from the calculation:
LUMO level ... -1.502 eV
HOMO energy ... -7.194 eV
Kohn-Sham gap ... 5.69 eV
Energy relative to the best compared isomer or geometry (same formula, charge and spin) ... 6.544 eV
Multiplicity ... 1

Look up the multiplicity of the first one. 6